DFT (ωB97M-V with the def2-TZVPD basis set) results for a molecular structure, C53H42AsCoN10OPS at a distorted geometry.

```
110
Properties=species:S:1:pos:R:3:forces:R:3
Co -0.210 0.097 0.342 -0.021 0.059 0.434
S 2.069 2.308 7.377 0.183 0.147 0.481
N 1.118 1.144 6.790 0.035 0.092 0.099
C 1.104 1.302 5.488 -0.016 -0.039 -0.480
C 0.429 0.403 4.549 0.005 0.071 0.093
C -0.165 -0.772 4.990 0.033 -0.028 0.087
C -0.719 -1.636 4.067 0.018 -0.070 0.141
C -0.629 -1.305 2.733 0.032 0.003 -0.079
N -0.062 -0.173 2.299 0.175 -0.003 0.011
C 0.439 0.702 3.185 -0.077 0.013 -0.224
C 0.967 2.026 2.624 -0.111 -0.113 -0.164
N 2.208 2.139 0.341 0.197 -0.748 0.285
C 3.120 3.141 -0.044 -0.097 0.001 -0.123
C 3.645 3.975 0.856 0.018 0.011 0.143
C 3.553 3.713 2.334 -0.138 0.100 -0.067
C 2.009 2.710 3.591 0.063 -0.115 0.070
C 1.892 2.383 5.031 -0.179 -0.121 -0.385
N 2.497 3.036 5.993 -0.116 -0.076 0.158
H -0.170 -0.987 6.053 -0.015 0.002 -0.079
H -1.195 -2.561 4.365 0.039 0.035 -0.031
H -1.023 -1.958 1.970 0.041 -0.005 -0.067
H 3.239 3.272 -1.113 0.007 -0.063 0.041
H 4.220 4.827 0.512 -0.029 -0.106 -0.007
H 4.490 4.018 2.794 -0.003 0.046 0.071
N -4.017 1.453 0.288 -0.111 -0.132 -0.165
C -4.378 0.123 0.462 -0.013 0.170 0.038
C -3.238 -0.539 0.760 0.229 0.104 0.187
N -2.167 0.345 0.775 -0.082 -0.209 -0.503
C -2.668 1.556 0.473 -0.087 -0.326 0.188
C -1.894 2.696 0.246 0.017 0.498 -0.062
N -0.564 2.888 0.658 0.264 -0.356 -0.025
C -0.055 3.920 -0.191 0.026 -0.144 0.135
C -1.014 4.343 -1.014 -0.214 -0.086 -0.052
N -2.179 3.634 -0.731 0.066 0.193 0.131
H -4.652 2.208 0.098 -0.010 0.033 0.112
H -5.399 -0.215 0.402 0.077 0.066 -0.027
H -3.126 -1.586 0.989 0.057 0.033 -0.069
H 0.941 4.302 -0.086 -0.022 -0.037 0.049
H -0.980 5.108 -1.774 -0.029 -0.078 0.072
H -2.979 3.590 -1.335 0.024 -0.043 -0.094
N 1.891 0.490 -1.797 -0.298 -0.087 0.223
P 1.990 0.484 -0.082 0.065 0.652 -1.302
C 3.631 -0.231 0.140 -0.171 -0.225 0.246
C 4.727 0.208 -0.604 0.011 -0.085 -0.003
C 5.989 -0.303 -0.336 0.021 -0.012 -0.023
C 6.164 -1.244 0.672 -0.028 0.018 -0.013
C 5.077 -1.671 1.426 0.016 -0.017 -0.020
C 3.815 -1.159 1.164 -0.066 0.028 -0.010
C 2.163 1.782 1.697 -0.075 0.903 0.553
C -0.220 2.938 2.133 0.176 0.187 0.105
C -0.004 4.399 2.462 -0.125 -0.092 -0.169
C 1.144 4.960 2.812 0.148 0.048 0.063
C 2.335 4.175 3.252 -0.072 -0.093 -0.215
C 3.196 2.256 2.675 -0.038 -0.080 0.052
C 0.658 0.494 -2.419 -0.039 -0.010 0.094
C 0.555 0.567 -3.813 0.102 -0.023 -0.002
C -0.688 0.556 -4.395 -0.049 -0.006 0.005
C -1.819 0.451 -3.582 0.025 -0.009 -0.190
C -1.638 0.371 -2.228 0.001 -0.007 0.151
N -0.428 0.414 -1.633 0.090 0.000 0.063
H 2.697 0.364 -2.384 0.088 0.070 -0.109
H 4.616 0.954 -1.383 -0.003 0.003 0.026
H 6.840 0.040 -0.912 -0.045 -0.020 0.035
H 7.152 -1.637 0.877 -0.043 0.015 -0.014
H 5.218 -2.398 2.217 -0.013 0.054 -0.039
H 2.962 -1.464 1.763 0.027 -0.025 -0.029
H -1.125 2.588 2.631 -0.075 -0.040 0.042
H -0.870 5.025 2.260 0.073 -0.017 -0.009
H 1.196 6.042 2.896 -0.014 -0.060 -0.011
H 2.744 4.651 4.140 0.063 0.025 0.044
H 3.983 1.576 3.003 -0.054 0.017 -0.087
H 1.458 0.623 -4.408 -0.052 0.037 0.008
H -0.787 0.619 -5.472 0.018 -0.017 0.044
H -2.816 0.411 -4.000 0.052 -0.003 0.020
H -2.489 0.235 -1.573 0.084 0.047 -0.028
O 0.046 -1.953 -0.308 -0.095 -0.103 0.286
As 0.064 -3.617 -0.333 0.028 0.007 -0.091
C 0.330 -4.435 1.384 0.028 0.082 0.025
C 1.585 -4.258 1.965 -0.055 -0.116 -0.013
C 1.848 -4.792 3.216 -0.003 -0.006 0.032
C 0.864 -5.520 3.879 0.006 0.015 -0.018
C -0.381 -5.708 3.293 -0.003 0.004 0.051
C -0.657 -5.158 2.046 0.019 0.142 0.050
C -1.575 -4.271 -1.063 -0.024 -0.024 0.029
C -2.449 -3.339 -1.609 -0.010 -0.058 -0.007
C -3.656 -3.765 -2.144 -0.020 -0.030 -0.015
C -3.980 -5.116 -2.137 0.006 0.015 -0.017
C -3.097 -6.047 -1.602 -0.011 0.001 -0.007
C -1.890 -5.628 -1.062 -0.041 0.071 -0.078
C 1.554 -4.157 -1.398 0.014 -0.031 -0.026
C 1.799 -5.503 -1.653 0.049 0.081 0.015
C 2.895 -5.860 -2.423 0.009 -0.011 -0.007
C 3.740 -4.876 -2.925 0.011 0.019 0.001
C 3.494 -3.535 -2.660 0.015 -0.008 -0.011
C 2.394 -3.169 -1.896 0.006 -0.137 -0.035
H 2.358 -3.732 1.418 0.063 0.041 0.021
H 2.822 -4.659 3.671 -0.046 -0.017 -0.030
H 1.073 -5.951 4.850 -0.007 0.017 -0.050
H -1.139 -6.288 3.805 0.031 0.035 -0.016
H -1.636 -5.290 1.605 -0.023 -0.025 -0.033
H -2.171 -2.292 -1.621 -0.016 0.020 0.033
H -4.343 -3.045 -2.573 0.023 -0.032 0.011
H -4.921 -5.447 -2.558 0.041 0.012 0.025
H -3.349 -7.100 -1.608 0.005 0.037 -0.002
H -1.205 -6.359 -0.650 -0.012 -0.011 0.033
H 1.148 -6.270 -1.251 0.013 -0.019 -0.014
H 3.093 -6.904 -2.630 -0.006 0.043 0.005
H 4.594 -5.159 -3.527 -0.030 0.007 0.029
H 4.161 -2.776 -3.051 -0.015 -0.029 0.015
H 2.177 -2.132 -1.681 0.010 0.050 -0.014
```
Forces are in eV/Å.

- Net charge: +2
- Relative energy (zero: lowest compared OMol25 entry of this formula, charge and spin): 137.0 kcal/mol
- HOMO-LUMO gap (spin up / spin down): 0.223 / 0.271 Ha
- Max |F|: 1.46 eV Å⁻¹
- Spin multiplicity: 4